[1]
Here is a 2-piece molecular cluster, C7H11N overall from OMol25. Energies are from ωB97M-V/def2-TZVPD.

Values from the calculation:
ΔE to the lowest compared entry with this formula, charge and spin	2.847	eV
SMILES string	c1ccccc1.CN
HOMO energy	-9.5544	eV
DFT total energy	-8924.8815	eV
lowest unoccupied orbital energy	0.97	eV
frontier orbital gap	10.53	eV
total charge	0
strongest force on any atom	0.086	Eh/bohr

Cartesian coordinates (Å):
1 C 1.24 0.97 1.06
2 C 2.22 0.38 0.32
3 C 2.01 -1.01 0.02
4 C 1.05 -1.77 0.56
5 C -0.04 -1.18 1.21
6 C 0.11 0.16 1.47
7 H 1.15 2.02 1.25
8 H 3.03 0.90 -0.25
9 H 2.83 -1.64 -0.33
10 H 1.43 -2.96 0.40
11 H -0.73 -1.68 1.83
12 H -0.63 0.66 1.99
13 C -2.43 0.84 -1.22
14 N -1.05 0.99 -1.87
15 H -3.32 1.27 -1.74
16 H -3.01 -0.16 -1.09
17 H -2.38 1.43 -0.34
18 H -0.59 0.74 -0.94
19 H -0.88 0.06 -2.33



[2]
Here is C38H59ClGeNP2SSi3Sn as an isolated structure from OMol25. Energies are from ωB97M-V/def2-TZVPD.

Values from the calculation:
ΔE to the lowest compared entry with this formula, charge and spin	0.000	eV
HOMO energy (alpha / beta)	-12.5205 / -12.5206	eV
DFT total energy	-169757.8425	eV
lowest unoccupied orbital energy (alpha / beta)	-5.28 / -7.52	eV
frontier orbital gap (alpha / beta)	7.24 / 5.00	eV
total charge	+2
multiplicity	2
strongest force on any atom	0.063	Eh/bohr

Cartesian coordinates (Å):
1 Sn -0.17 1.78 1.27
2 C 6.96 -2.22 0.55
3 S 5.92 -2.89 -0.74
4 C 4.70 -3.65 0.40
5 C 3.54 -2.82 0.93
6 C 2.54 -2.72 -0.20
7 N 1.40 -1.81 0.02
8 P 1.47 -0.12 -0.43
9 C 3.13 0.49 -0.01
10 C 4.15 0.63 -0.93
11 C 5.31 1.34 -0.54
12 C 5.53 1.59 0.81
13 C 4.58 1.27 1.78
14 C 3.33 0.82 1.34
15 C 1.41 -0.09 -2.25
16 C 1.57 1.14 -2.86
17 C 1.76 1.30 -4.23
18 C 1.80 0.20 -5.06
19 C 1.52 -1.06 -4.50
20 C 1.49 -1.20 -3.10
21 P -0.01 -2.27 0.79
22 C -0.06 -4.02 0.72
23 C -0.33 -4.58 -0.54
24 C -0.54 -5.93 -0.63
25 C -0.36 -6.78 0.44
26 C -0.03 -6.26 1.69
27 C 0.06 -4.91 1.80
28 C -0.08 -1.88 2.50
29 C 1.16 -1.68 3.11
30 C 1.11 -1.57 4.52
31 C -0.09 -1.70 5.19
32 C -1.32 -1.92 4.61
33 C -1.32 -2.02 3.17
34 H 7.78 -1.65 0.08
35 H 7.44 -3.00 1.18
36 H 6.48 -1.53 1.23
37 H 5.37 -3.89 1.24
38 H 4.27 -4.50 -0.11
39 H 3.71 -1.85 1.35
40 H 3.15 -3.43 1.75
41 H 2.16 -3.73 -0.53
42 H 3.08 -2.43 -1.11
43 H 4.06 0.63 -2.01
44 H 6.08 1.55 -1.27
45 H 6.56 1.95 0.98
46 H 4.70 1.50 2.82
47 H 2.53 0.69 1.99
48 H 1.50 2.05 -2.31
49 H 1.94 2.28 -4.54
50 H 2.05 0.36 -6.09
51 H 1.46 -1.91 -5.18
52 H 1.34 -2.22 -2.62
53 H -0.60 -3.95 -1.35
54 H -1.02 -6.36 -1.46
55 H -0.47 -7.83 0.36
56 H 0.15 -6.90 2.58
57 H 0.25 -4.59 2.86
58 H 2.12 -1.58 2.55
59 H 2.05 -1.50 5.02
60 H -0.06 -1.72 6.32
61 H -2.24 -1.86 5.18
62 H -2.23 -2.30 2.58
63 Cl 1.37 3.40 0.52
64 C -1.36 -1.64 -0.19
65 H -1.53 -0.56 0.01
66 H -2.28 -2.21 0.06
67 H -1.21 -1.89 -1.28
68 C -3.89 -0.02 1.72
69 Si -4.27 1.10 0.25
70 C -5.79 2.13 0.41
71 C -4.62 -0.07 -1.18
72 Ge -2.50 2.59 -0.22
73 Si -2.39 2.83 -2.60
74 C -2.08 1.16 -3.40
75 C -1.01 3.84 -3.35
76 C -4.08 3.41 -3.07
77 Si -2.55 4.56 1.01
78 C -4.23 4.95 1.82
79 C -1.41 4.42 2.47
80 C -1.91 5.93 -0.10
81 H -4.48 -0.95 1.69
82 H -4.09 0.50 2.59
83 H -2.87 -0.30 1.76
84 H -6.53 1.33 0.63
85 H -6.02 2.78 -0.39
86 H -5.85 2.70 1.38
87 H -5.43 -0.70 -0.88
88 H -3.70 -0.64 -1.52
89 H -4.91 0.53 -2.05
90 H -1.07 0.61 -3.32
91 H -2.28 1.31 -4.43
92 H -2.75 0.38 -3.06
93 H -0.10 3.54 -2.85
94 H -1.07 4.91 -3.22
95 H -0.97 3.56 -4.42
96 H -4.88 2.76 -2.72
97 H -4.01 3.40 -4.18
98 H -4.30 4.44 -2.81
99 H -4.54 4.22 2.53
100 H -5.06 4.98 1.07
101 H -4.13 5.89 2.36
102 H -1.24 3.43 2.89
103 H -1.96 4.96 3.19
104 H -0.46 4.93 2.46
105 H -2.54 6.34 -0.88
106 H -0.94 5.69 -0.49
107 H -1.82 6.72 0.71



[3]
Here is a 2-piece molecular cluster, C10H29N3O4PS overall from OMol25. Energies are from ωB97M-V/def2-TZVPD.

Values from the calculation:
HOMO energy	-10.4038	eV
DFT total energy	-43613.4995	eV
lowest unoccupied orbital energy	-4.00	eV
frontier orbital gap	6.41	eV
total charge	+1
strongest force on any atom	0.089	Eh/bohr

Cartesian coordinates (Å):
1 C 2.91 -0.88 -0.65
2 C 2.01 0.12 -1.40
3 C 2.72 1.09 -2.34
4 O 4.03 0.57 -2.79
5 S 5.11 1.61 -3.30
6 C 6.46 1.41 -2.05
7 O 7.63 1.85 -2.62
8 O 8.06 3.03 -1.96
9 H 2.92 -0.66 0.42
10 H 3.93 -0.94 -1.02
11 H 2.47 -1.87 -0.72
12 H 1.47 0.71 -0.67
13 H 1.27 -0.42 -1.98
14 H 2.83 2.10 -1.93
15 H 2.12 1.22 -3.24
16 H 4.64 2.84 -2.97
17 H 6.47 0.33 -1.83
18 H 6.20 1.96 -1.15
19 H 8.59 2.70 -1.22
20 O -1.55 0.20 -0.51
21 P -2.50 -0.23 0.54
22 N -1.71 0.07 2.01
23 C -1.87 -0.69 3.23
24 C -1.17 1.42 2.18
25 N -2.64 -1.90 0.26
26 C -2.76 -2.90 1.30
27 C -1.93 -2.44 -0.90
28 N -4.11 -0.06 1.03
29 C -5.09 -0.36 -0.04
30 C -4.45 1.27 1.57
31 H -2.91 -0.74 3.59
32 H -1.28 -0.24 4.02
33 H -1.50 -1.71 3.12
34 H -1.93 2.17 2.41
35 H -0.66 1.74 1.27
36 H -0.43 1.43 2.99
37 H -1.78 -3.20 1.70
38 H -3.23 -3.80 0.89
39 H -3.39 -2.56 2.11
40 H -0.86 -2.58 -0.71
41 H -2.04 -1.79 -1.76
42 H -2.36 -3.41 -1.15
43 H -5.01 0.33 -0.88
44 H -6.10 -0.28 0.37
45 H -4.96 -1.37 -0.41
46 H -4.18 2.09 0.89
47 H -3.95 1.44 2.53
48 H -5.52 1.33 1.76



[4]
Here is C15H31ClHfO4P2 as an isolated structure from OMol25. Energies are from ωB97M-V/def2-TZVPD.

Values from the calculation:
ΔE to the lowest compared entry with this formula, charge and spin	3.398	eV
HOMO energy (alpha / beta)	-14.0712 / -14.0712	eV
DFT total energy	-56626.1670	eV
lowest unoccupied orbital energy (alpha / beta)	-9.53 / -9.53	eV
frontier orbital gap (alpha / beta)	4.54 / 4.54	eV
total charge	+2
strongest force on any atom	0.094	Eh/bohr

Cartesian coordinates (Å):
1 P 2.30 0.21 1.33
2 P -0.56 -1.50 -0.93
3 C 1.79 -1.48 0.75
4 C 1.30 -1.62 -0.71
5 H 1.03 -1.89 1.44
6 H 2.66 -2.13 0.90
7 H 1.74 -0.83 -1.33
8 H 1.54 -2.61 -1.12
9 C -0.96 -3.15 -0.20
10 H -2.04 -3.38 -0.30
11 H -0.60 -3.16 0.83
12 H -0.39 -3.89 -0.78
13 C -0.67 -2.26 -2.67
14 H -0.49 -3.34 -2.61
15 H 0.08 -1.90 -3.39
16 H -1.69 -2.09 -3.03
17 C 3.70 0.04 2.50
18 H 3.99 0.91 3.15
19 H 4.48 -0.21 1.80
20 H 3.62 -0.76 3.23
21 C 2.76 1.11 -0.18
22 H 1.97 1.00 -0.94
23 H 3.72 0.81 -0.58
24 H 2.78 2.19 0.02
25 Hf 0.78 1.08 2.95
26 C -3.24 -0.70 -1.74
27 C -2.42 -0.77 -0.56
28 C -2.14 0.51 0.22
29 C -1.63 1.69 -0.64
30 C -0.84 1.43 -1.80
31 C -0.77 0.37 -2.71
32 C -1.96 0.25 -3.66
33 C -3.26 0.27 -2.81
34 C 2.21 2.84 3.00
35 H -4.10 -1.39 -1.75
36 H -2.84 -1.53 0.12
37 H -1.37 0.31 0.98
38 H -3.03 0.84 0.78
39 H -2.47 2.37 -0.86
40 H -1.01 2.22 0.12
41 H -0.22 2.31 -2.04
42 H 0.26 0.05 -3.03
43 H -1.95 -0.66 -4.28
44 H -1.93 1.13 -4.31
45 H -3.37 1.31 -2.48
46 H -4.12 0.00 -3.45
47 H 1.52 3.61 3.36
48 H 2.55 3.24 2.03
49 H 3.07 2.92 3.67
50 O -1.07 1.96 5.08
51 Cl 0.01 1.04 5.56
52 O 1.28 1.78 5.14
53 O -0.03 -0.14 4.58
54 O 0.04 1.61 1.34